Computed, not measured: C4H12N2S in the gas phase at a distorted geometry, with ωB97M-V with the def2-TZVPD basis set.

```
! RIJCOSX wB97M-V def2-TZVPD def2/J DEFGRID3
* xyz 0 1
N -0.163 0.655 -2.499
C -0.499 0.068 -1.194
C 0.285 0.724 -0.063
N -0.076 2.135 0.024
C 0.069 0.071 1.302
C 0.724 -1.246 1.615
S 0.252 -2.628 0.485
H -0.211 -0.024 -3.248
H -0.879 1.323 -2.766
H -0.348 -1.008 -1.268
H -1.568 0.095 -0.978
H 1.348 0.581 -0.256
H -0.171 2.487 -0.917
H -0.863 2.272 0.639
H 0.342 0.897 1.979
H -0.996 0.054 1.557
H 1.790 -1.254 1.811
H 0.218 -1.614 2.500
H 0.746 -3.589 1.276
*
```

Properties
- SMILES = NC[C@@H](N)CCS
- lowest unoccupied orbital energy (Eh) = 0.0300
- HOMO energy (eV) = -9.0102
- orbital gap (eV) = 9.83
- calculated total energy (Eh) = -667.2754
- F_max (eV/A) = 1.76

Results of the natural (NBO) charge analysis, in e, for atoms 1 through 5:
1 N -0.8464
2 C -0.2417
3 C -0.0561
4 N -0.8452
5 C -0.4318

=====

Computed, not measured: 9 unconnected molecules or ions with the total composition C22H36Cl8F2O3S3 at a distorted geometry, with ωB97M-V with the def2-TZVPD basis set.

```
! RIJCOSX wB97M-V def2-TZVPD def2/J DEFGRID3
* xyz 0 1
C -0.283 -1.347 -4.076
S -1.554 -2.271 -4.916
O -1.796 -3.513 -4.206
C -2.912 -1.173 -4.575
H -0.668 -0.807 -3.212
H 0.143 -0.618 -4.776
H 0.440 -2.082 -3.695
H -2.666 -0.123 -4.740
H -3.158 -1.311 -3.506
H -3.732 -1.505 -5.239
C -3.623 2.544 -1.571
S -3.215 0.949 -2.119
O -1.832 0.944 -2.646
C -3.125 0.284 -0.519
H -3.425 3.284 -2.388
H -3.037 2.790 -0.669
H -4.731 2.530 -1.425
H -4.144 0.312 -0.193
H -2.429 0.770 0.123
H -2.851 -0.771 -0.685
C 1.689 -0.216 -0.690
S 1.848 0.494 0.929
O 1.053 -0.425 1.828
C 3.519 0.063 1.230
H 0.602 -0.160 -0.898
H 1.989 -1.256 -0.631
H 2.201 0.363 -1.438
H 3.710 -0.967 0.884
H 3.604 0.182 2.353
H 4.148 0.850 0.784
F 1.650 5.617 1.601
C 2.062 4.571 2.358
C 3.305 4.004 2.117
C 3.734 2.991 2.959
C 2.945 2.560 4.009
C 1.699 3.124 4.211
C 1.246 4.127 3.381
H 3.934 4.369 1.343
H 4.716 2.500 2.865
H 3.318 1.819 4.692
H 1.098 2.820 5.117
H 0.303 4.599 3.560
F -5.155 -3.502 0.284
C -3.828 -3.274 0.349
C -3.031 -3.601 -0.779
C -1.667 -3.279 -0.742
C -1.129 -2.699 0.388
C -1.914 -2.331 1.473
C -3.285 -2.632 1.450
H -3.459 -4.039 -1.692
H -1.153 -3.337 -1.702
H -0.076 -2.400 0.281
H -1.507 -1.900 2.365
H -3.873 -2.302 2.263
C 1.011 -3.276 4.046
Cl 0.164 -2.901 5.569
Cl 2.776 -3.411 4.255
H 0.640 -4.238 3.770
H 0.792 -2.461 3.346
C -1.910 1.151 3.502
Cl -3.499 0.358 3.556
Cl -1.921 2.596 2.453
H -1.631 1.429 4.513
H -1.160 0.485 3.060
C 5.164 -2.068 -3.230
Cl 5.693 -1.916 -1.505
Cl 3.634 -1.183 -3.481
H 5.960 -1.634 -3.813
H 4.948 -3.113 -3.411
C 0.618 2.931 -2.950
Cl 2.092 2.088 -3.253
Cl 0.497 3.221 -1.174
H 0.742 3.897 -3.462
H -0.305 2.429 -3.260
*
```

Properties
- lowest unoccupied orbital energy (Eh) = 0.0116
- HOMO energy (eV) = -8.6458
- orbital gap (eV) = 8.96
- calculated total energy (Eh) = -6161.3202
- F_max (eV/A) = 2.65

Results of the Löwdin charge analysis, in e, for atoms 1 through 5:
1 C -0.2809
2 S 0.7850
3 O -0.5345
4 C -0.2906
5 H 0.0133

=====

Computed, not measured: C4H5BrN2O in the gas phase at a distorted geometry, with ωB97M-V with the def2-TZVPD basis set.

```
! RIJCOSX wB97M-V def2-TZVPD def2/J DEFGRID3
* xyz 0 1
C -1.721 -0.463 -0.661
C -1.318 1.165 0.776
C 0.292 -0.123 0.409
C 1.618 0.350 -0.039
N -2.205 0.598 0.034
N -0.540 -0.854 -0.336
O -0.922 1.954 1.508
Br 0.541 -2.628 -1.430
H -2.307 -0.890 -1.368
H 0.269 -0.398 1.532
H 2.362 -0.451 0.035
H 2.055 1.000 0.640
H 1.875 0.740 -1.102
*
```

Properties
- lowest unoccupied orbital energy (alpha / beta) (Eh) = -0.0510 / -0.0619
- HOMO energy (alpha / beta) (eV) = -8.7639 / -8.8030
- orbital gap (alpha / beta) (eV) = 7.37 / 7.12
- calculated total energy (Eh) = -2914.0591
- F_max (eV/A) = 3.93

Results of the natural (NBO) charge analysis, in e, for atoms 1 through 5:
1 C 0.3436
2 C 0.8355
3 C -0.0393
4 C -0.6818
5 N -0.6037

=====

Computed, not measured: a molecular structure, C22H42LuNOP3 at a distorted geometry, with ωB97M-V with the def2-TZVPD basis set.

```
! RIJCOSX wB97M-V def2-TZVPD def2/J DEFGRID3
* xyz 3 1
Lu 0.241 -0.105 0.500
P 0.676 2.506 -1.008
P -1.510 1.758 1.576
P 1.585 -0.613 -1.991
H -4.406 -4.172 1.759
C -3.455 -4.700 1.649
C -2.352 -4.474 2.366
H -2.252 -3.633 3.069
C -0.504 2.825 -2.383
C 0.533 4.122 -0.127
C 2.220 2.947 -1.921
C -2.575 0.646 2.588
C -1.205 3.086 2.785
C -2.834 2.488 0.535
C 1.566 -2.448 -1.954
C 3.313 -0.387 -2.565
C 0.698 -0.394 -3.581
H -3.463 -5.509 0.917
H -1.515 -5.187 2.289
H -0.310 3.854 -2.719
H -1.531 2.717 -2.014
H -0.341 2.133 -3.221
H 0.869 4.911 -0.821
H 1.200 4.105 0.745
H -0.488 4.359 0.202
H 1.993 3.773 -2.613
H 2.612 2.096 -2.488
H 2.986 3.287 -1.210
H -3.387 1.269 2.999
H -1.977 0.220 3.408
H -2.983 -0.175 1.976
H -2.181 3.397 3.181
H -0.713 3.923 2.277
H -0.568 2.730 3.607
H -3.674 2.682 1.220
H -3.116 1.743 -0.223
H -2.534 3.422 0.037
H 2.110 -2.821 -2.832
H 0.540 -2.842 -1.943
H 2.078 -2.767 -1.038
H 3.652 -1.313 -3.050
H 3.955 -0.191 -1.697
H 3.400 0.435 -3.285
H 0.936 -1.269 -4.202
H 1.017 0.524 -4.092
H -0.377 -0.354 -3.374
C -1.533 -2.567 -0.090
C -2.694 -2.371 -0.897
C -3.039 -3.332 -1.838
C -2.342 -4.531 -1.936
C -1.268 -4.744 -1.065
C -0.758 -3.750 -0.237
O -1.138 -1.632 0.790
H -1.259 -0.050 -0.862
H -3.294 -1.456 -0.773
H -3.906 -3.165 -2.467
H -2.660 -5.293 -2.659
H -0.843 -5.755 -1.005
H 0.192 -3.761 0.345
C 4.207 1.750 3.329
C 3.079 1.185 3.932
C 2.071 0.622 3.143
N 2.155 0.597 1.770
C 3.259 1.140 1.195
C 4.286 1.714 1.937
H 4.998 2.190 3.928
H 2.948 1.184 5.013
H 1.173 0.180 3.608
H 3.302 1.098 0.104
H 5.132 2.141 1.403
*
```

Properties
- lowest unoccupied orbital energy (alpha / beta) (Eh) = -0.4378 / -0.4548
- HOMO energy (alpha / beta) (eV) = -17.1726 / -17.4553
- orbital gap (alpha / beta) (eV) = 5.26 / 5.08
- calculated total energy (Eh) = -3252.0375
- F_max (eV/A) = 2.84

Results of the natural (NBO) charge analysis, in e, for atoms 1 through 5:
1 Lu 1.7149
2 P 0.7634
3 P 0.7503
4 P 0.7458
5 H 0.2212

=====

Computed, not measured: 6 unconnected molecules or ions with the total composition C2H14O5 at a distorted geometry, with ωB97M-V with the def2-TZVPD basis set.

```
! RIJCOSX wB97M-V def2-TZVPD def2/J DEFGRID3
* xyz 0 1
C -3.356 0.794 0.621
C -3.199 -0.481 0.222
H -3.431 1.001 1.698
H -3.154 1.665 -0.018
H -3.276 -1.346 0.965
H -3.455 -0.736 -0.832
O 0.687 0.262 -2.578
H 0.889 -0.677 -2.327
H 1.216 0.292 -3.409
O 0.760 -1.962 -0.764
H 1.107 -2.001 0.135
H -0.165 -2.128 -0.691
O 0.266 -1.324 2.467
H 0.613 -2.087 2.989
H 1.064 -0.850 2.096
O 3.187 -0.288 0.785
H 4.066 -0.570 0.412
H 3.483 0.611 0.996
O 0.619 3.405 -1.201
H 1.277 3.900 -0.655
H 0.801 2.518 -0.910
*
```

Properties
- SMILES = C=C.O.O.O.O.O
- lowest unoccupied orbital energy (Eh) = 0.0060
- HOMO energy (eV) = -9.6912
- orbital gap (eV) = 9.85
- calculated total energy (Eh) = -460.7294
- F_max (eV/A) = 2.19

Results of the natural (NBO) charge analysis, in e, for atoms 1 through 5:
1 C -0.3780
2 C -0.4081
3 H 0.1880
4 H 0.2053
5 H 0.1949

=====

Computed, not measured: a molecular structure, C30H42AsCrFN5O4Si3, with ωB97M-V with the def2-TZVPD basis set.

```
! RIJCOSX wB97M-V def2-TZVPD def2/J DEFGRID3
* xyz 2 4
Cr 0.257 0.396 -0.677
C -0.891 3.540 2.108
C 0.264 3.702 2.847
C 1.364 2.897 2.572
C 1.268 1.948 1.577
N 0.129 1.788 0.862
C -0.915 2.573 1.117
C 2.375 1.048 1.185
C 3.641 1.015 1.749
C 4.584 0.155 1.206
C 4.269 -0.629 0.103
C 2.987 -0.552 -0.411
N 2.078 0.245 0.159
C 2.496 -1.222 -1.639
C 3.272 -2.048 -2.430
C 2.742 -2.542 -3.614
C 1.453 -2.192 -3.977
C 0.727 -1.373 -3.130
N 1.226 -0.911 -1.982
H -1.762 4.157 2.275
H 0.321 4.452 3.625
H 2.280 3.018 3.132
H -1.790 2.429 0.498
H 3.898 1.648 2.585
H 5.579 0.112 1.629
H 5.017 -1.268 -0.342
H 4.282 -2.296 -2.140
H 3.338 -3.186 -4.248
H 1.011 -2.539 -4.900
H -0.279 -1.062 -3.372
C -2.375 -3.067 -1.921
Si -1.293 -3.504 -0.461
C -2.130 -4.792 0.590
C 0.381 -4.197 -0.915
As -0.986 -1.430 0.704
Si 0.082 -1.949 2.778
C -0.769 -3.409 3.558
C 1.864 -2.356 2.383
C -0.029 -0.471 3.916
Si -3.228 -0.692 1.199
C -3.149 0.419 2.695
C -3.875 0.163 -0.325
C -4.324 -2.144 1.594
H -2.361 -3.875 -2.656
H -2.091 -2.142 -2.422
H -3.409 -2.951 -1.589
H -2.294 -5.668 -0.046
H -3.098 -4.490 0.983
H -1.504 -5.114 1.422
H 0.230 -5.036 -1.601
H 0.865 -4.600 -0.023
H 1.067 -3.500 -1.388
H -0.504 -4.349 3.074
H -1.857 -3.314 3.556
H -0.446 -3.476 4.600
H 1.957 -3.024 1.525
H 2.306 -2.862 3.245
H 2.458 -1.460 2.194
H -0.995 -0.450 4.421
H 0.109 0.490 3.420
H 0.740 -0.566 4.688
H -2.370 1.181 2.662
H -3.004 -0.177 3.598
H -4.113 0.927 2.797
H -3.295 1.028 -0.639
H -4.899 0.489 -0.124
H -3.910 -0.526 -1.171
H -3.947 -2.746 2.423
H -4.498 -2.795 0.737
H -5.295 -1.742 1.896
F 2.649 6.060 -4.908
C 1.833 5.687 -3.933
C 0.975 4.681 -4.095
N 0.114 4.298 -3.074
C -0.755 3.152 -3.186
C -0.321 2.038 -2.263
O -1.161 1.161 -1.867
O 0.869 1.934 -1.852
C 0.151 4.890 -1.832
O -0.553 4.488 -0.917
N 1.009 5.947 -1.717
C 1.919 6.432 -2.674
O 2.653 7.350 -2.436
H 0.903 4.139 -5.026
H -0.749 2.782 -4.212
H -1.780 3.413 -2.926
H 1.011 6.425 -0.828
*
```

Properties
- expectation value of S² = 3.796
- lowest unoccupied orbital energy (alpha / beta) (Eh) = -0.2326 / -0.2430
- HOMO energy (alpha / beta) (eV) = -13.5226 / -13.5216
- orbital gap (alpha / beta) (eV) = 7.19 / 6.91
- calculated total energy (Eh) = -5991.5396
- F_max (eV/A) = 0.50

Results of the Löwdin charge analysis, in e, for atoms 1 through 5:
1 Cr 0.6865
2 C -0.0068
3 C 0.0078
4 C 0.0276
5 C -0.1930